Record 1
16
Properties=species:S:1:pos:R:3 method="wB97M-V/def2-TZVPD" lumo_energy_ev=-4.51 energy_ev=-8301.647 orbital_gap_ev=9.5 total_charge=+1
C 0.289 0.348 -0.280
C 1.515 0.912 0.308
C -1.079 0.997 -0.176
C 2.099 -0.531 0.003
C -2.763 -0.568 0.445
N -2.014 -0.102 -0.423
N 0.803 -0.818 -0.586
H 2.022 1.720 -0.043
H 1.486 1.096 1.437
H -1.035 1.445 0.775
H -1.212 1.675 -0.969
H 2.777 -0.700 -0.837
H 2.234 -0.980 0.932
H -3.233 -1.545 0.233
H -2.970 -0.377 1.460
H 0.417 -1.669 -0.977


Record 2
16
Properties=species:S:1:pos:R:3 method="wB97M-V/def2-TZVPD" multiplicity=3 s_squared=2.0178 lumo_energy_ev="-3.23 / -7.52" energy_ev=-8298.983 orbital_gap_ev="7.3 / 7.4" total_charge=+1
C -1.439 -0.753 -1.790
C 0.508 -1.270 1.549
C -1.001 -1.157 -0.626
C 0.102 -0.524 0.522
C 0.541 0.818 0.224
N 1.810 1.188 0.182
N -0.455 1.656 -0.059
H -2.073 -1.557 -2.139
H -1.210 0.237 -2.229
H 1.070 -0.861 2.521
H 0.254 -2.358 1.607
H -1.197 -2.138 -0.191
H 2.499 0.568 0.693
H 2.127 2.056 -0.292
H -1.390 1.522 0.241
H -0.146 2.572 -0.216


Record 3
16
Properties=species:S:1:pos:R:3 method="wB97M-V/def2-TZVPD" multiplicity=2 s_squared=0.7615 lumo_energy_ev="-9.45 / -13.51" energy_ev=-8291.247 orbital_gap_ev="11.1 / 7.5" total_charge=+2
C -2.193 0.279 0.387
C -1.258 -0.637 -0.475
C 0.129 -0.260 -0.292
C 0.965 0.666 -1.025
N 2.165 0.659 -0.423
C 2.145 -0.197 0.622
N 0.925 -0.711 0.724
H -3.205 0.260 0.003
H -2.194 -0.063 1.421
H -1.843 1.313 0.431
H -1.363 -1.661 -0.114
H -1.551 -0.564 -1.520
H 0.607 1.447 -1.699
H 2.958 1.245 -0.694
H 3.034 -0.374 1.220
H 0.680 -1.401 1.434


Record 4
17
Properties=species:S:1:pos:R:3 method="wB97M-V/def2-TZVPD" smiles="C1=N[C@H]([NH+]2CC2)CO1" lumo_energy_ev=-3.35 energy_ev=-10348.202 orbital_gap_ev=11.4 total_charge=+1
C 2.030 -0.882 -0.365
N 1.200 -1.083 0.577
C 0.560 0.097 0.918
N -1.046 -0.315 0.370
C -1.585 0.479 -0.625
C -1.045 -0.824 -0.968
C 1.166 1.073 -0.125
O 2.045 0.315 -0.941
H 2.743 -1.547 -0.660
H 0.510 0.284 2.022
H -1.710 -0.764 1.059
H -2.706 0.460 -0.640
H -1.320 1.519 -0.932
H -1.573 -1.757 -1.442
H -0.171 -0.851 -1.370
H 0.427 1.616 -0.688
H 1.836 1.860 0.413


Record 5
17
Properties=species:S:1:pos:R:3 method="wB97M-V/def2-TZVPD" lumo_energy_ev=-4.89 energy_ev=-10346.973 orbital_gap_ev=6.9 total_charge=+1
C 0.939 0.672 1.169
C -0.266 1.030 -1.064
C -1.397 -0.077 1.811
C 0.873 0.375 -0.280
C -0.206 -0.490 -0.770
N -0.185 0.336 2.052
N 0.115 -1.525 -1.827
O 1.846 1.105 1.824
H -0.863 1.566 -0.314
H 0.200 1.621 -1.989
H -1.616 -0.183 0.742
H -2.133 -0.382 2.588
H 1.795 0.723 -0.648
H 0.198 0.511 3.056
H 0.630 -0.968 -2.549
H -0.572 -2.008 -2.436
H 0.641 -2.305 -1.363


Record 6
17
Properties=species:S:1:pos:R:3 method="wB97M-V/def2-TZVPD" smiles="C[C@@H]1NC=[NH+][C@H]1C=O" lumo_energy_ev=-3.66 energy_ev=-10350.967 orbital_gap_ev=10.5 total_charge=+1
C 0.419 -1.299 0.939
C -0.405 -0.052 0.394
N -1.120 -0.515 -0.814
C -0.764 0.220 -1.836
N 0.143 1.117 -1.515
C 0.469 1.063 -0.140
C 0.063 2.398 0.471
O -0.121 3.411 -0.103
H 0.739 -1.765 0.117
H -0.241 -1.920 1.542
H 1.219 -0.898 1.564
H -1.181 0.267 1.153
H -1.760 -1.274 -0.949
H -1.223 0.097 -2.740
H 0.766 1.613 -2.134
H 1.647 0.766 -0.067
H 0.032 2.214 1.615


Record 7
17
Properties=species:S:1:pos:R:3 method="wB97M-V/def2-TZVPD" multiplicity=3 s_squared=2.0215 lumo_energy_ev="-3.07 / -5.38" energy_ev=-10346.341 orbital_gap_ev="9.0 / 10.2" total_charge=+1
C 2.232 -0.078 -0.210
C 1.272 1.098 -0.312
C -1.250 0.502 -0.501
C -1.790 -0.891 -0.125
C 0.379 -1.026 0.326
N 1.665 -1.183 0.104
N 0.024 0.538 0.237
O -0.639 -1.717 -0.111
H 3.285 -0.029 -0.419
H 1.624 1.962 0.255
H 1.153 1.391 -1.363
H -1.053 0.560 -1.575
H -1.923 1.306 -0.207
H -2.241 -0.890 0.880
H -2.494 -1.305 -0.847
H -0.115 -1.126 2.684
H -0.128 0.888 1.185


Record 8
18
Properties=species:S:1:pos:R:3 method="wB97M-V/def2-TZVPD" lumo_energy_ev="-4.90 / -4.90" energy_ev=-12395.697 orbital_gap_ev="8.8 / 8.8" total_charge=+1
C -0.291 1.027 1.417
C -0.046 1.168 0.091
C 0.242 2.284 -0.659
C -0.012 -0.255 -0.460
C -1.180 -2.139 0.817
N -0.159 -1.116 0.755
N 1.365 -0.257 -1.072
O 0.953 2.215 -1.702
O -0.552 -0.195 1.791
H -0.301 1.939 2.105
H -0.092 3.189 -0.345
H -0.717 -0.428 -1.195
H -0.980 -2.543 1.734
H -2.154 -1.661 0.509
H -0.806 -2.813 0.004
H 1.167 0.969 -1.766
H 1.546 -1.048 -1.702
H 2.018 -0.335 -0.324


Record 9
20
Properties=species:S:1:pos:R:3 method="wB97M-V/def2-TZVPD" lumo_energy_ev="-0.81 / -0.81" energy_ev=-23738.781 orbital_gap_ev="5.9 / 5.9"
C 2.295 -0.942 -0.280
C 0.467 1.084 -1.760
C 1.444 -1.948 -0.342
C -2.845 -1.030 -0.077
C 0.925 1.716 1.614
N 3.006 -0.052 -0.128
N -0.476 0.871 -0.892
O 0.067 -1.700 0.064
O -1.915 -0.456 0.852
O 0.317 0.409 1.562
P -0.432 -0.215 0.313
H 1.464 0.918 -1.665
H 0.370 1.660 -2.715
H 1.380 -2.657 -1.031
H -2.508 -0.941 -1.213
H -3.755 -0.594 0.203
H -2.808 -1.994 0.313
H 0.551 2.246 0.801
H 1.892 1.510 1.762
H 0.560 2.114 2.620


Record 10
17
Properties=species:S:1:pos:R:3 method="wB97M-V/def2-TZVPD" lumo_energy_ev=-6.98 energy_ev=-19133.774 orbital_gap_ev=5.9 total_charge=+1
C 0.509 -0.486 -1.073
C 1.137 0.635 -0.398
C -0.430 -1.313 -0.593
C -0.782 -2.519 -1.359
C 0.804 2.188 1.479
N -1.852 0.783 1.136
N 0.589 1.149 0.620
S -2.011 1.569 2.360
H 1.030 -0.688 -2.046
H 2.013 0.932 -0.938
H -0.920 -1.369 0.489
H -0.351 -2.538 -2.302
H -1.957 -2.513 -1.699
H -0.719 -3.441 -0.668
H 2.019 2.288 1.564
H 0.281 2.202 2.468
H 0.640 3.121 0.959